1.
8 unconnected molecules or ions with the total composition C40H68N2O15PS, computed with the ωB97M-V functional and the def2-TZVPD basis.

Computed properties:
* E_tot: -3542.40258 hartree
* highest occupied orbital energy (spin up / spin down): -8.28 / -8.29 eV
* orbital gap (spin up / spin down): 8.72 / 8.34 eV
* spin multiplicity: 2
* charge: 0

```
127
C40H68N2O15PS the ωB97M-V functional and the def2-TZVPD basis
O -5.9426 -3.5224 -0.6548
C 6.4190 3.8868 4.9982
H -1.5479 1.3309 -8.3995
C -6.1975 -1.8702 -4.2622
H 11.1192 6.3161 3.4057
C 1.7744 0.9666 1.9247
C -2.3458 1.5951 -7.6976
C -6.7685 -3.5084 0.2428
O -0.4440 -2.2866 3.8487
H 8.2637 2.7530 4.9186
C 7.6961 3.4691 4.3173
H 1.4732 -3.7229 1.6538
H 4.8665 1.7324 2.5589
O -0.9358 2.3819 -4.6499
H -8.2150 -4.4026 -3.6615
C -1.7260 0.3742 3.0066
O -2.5538 -0.0858 -0.4324
H 10.9838 6.4600 5.1758
C 13.0866 8.3322 3.7810
H -3.3071 -9.1130 -6.0861
H 1.3168 1.6933 4.1500
C 1.8402 -2.6072 1.7641
C -1.2777 -1.2970 -3.3989
C 3.9563 1.2478 3.1605
C -2.6078 3.0780 -7.6613
H 5.7312 0.6523 4.6411
H -3.6485 -6.8678 -7.5820
H 2.5618 -0.1536 4.9885
C 0.5687 -1.5235 1.8469
H 10.6581 8.8020 5.1059
C -1.4458 2.3741 -5.7580
H -0.6356 3.7923 -7.1165
C -2.3390 -0.4261 -1.5840
H -9.3137 -2.7021 1.2165
H 5.7069 5.9187 5.2004
H -8.1551 -2.3379 -4.9420
H 3.8247 -1.1664 5.9701
H -2.5141 3.5557 -8.6402
H 3.6655 0.1481 1.4365
P 2.1034 2.4389 0.7340
C 11.8496 9.0580 3.3457
O -1.9224 1.2549 -6.3782
H -1.0318 1.2529 5.4227
H -2.4399 -0.4736 3.4452
H 5.6449 5.2722 3.5225
H 2.6287 -2.2979 0.9231
H -7.4745 -4.6035 2.7279
H 1.7609 -0.4556 0.1410
H 11.7257 8.9372 2.2660
O -5.8559 -0.7143 -4.4508
H 3.3924 2.1469 3.6570
H -1.9740 4.4301 -6.0972
H 2.4550 -2.5425 2.7837
H 4.8400 -0.7837 3.7008
C -6.0691 -7.3751 -5.6440
C -5.1830 -8.4801 -5.1542
C -1.5997 3.5669 -6.6523
C -6.5256 -3.0227 1.6397
H -0.5765 -0.5626 -3.8091
H -1.6476 0.2941 1.8306
H -0.9519 -2.2996 -3.6907
C -7.7092 -3.5895 2.3821
H 3.5055 2.4369 0.3494
O -8.0688 -3.8989 0.0986
O -1.2739 -1.1849 -1.9765
O -5.5612 -6.8367 -6.7914
H -3.2903 -1.9460 -3.7424
H -2.0525 1.4441 3.3768
O 7.9441 6.8958 4.0138
C -8.7708 -3.6480 1.3151
C -4.3895 -7.5582 -7.1686
C 4.6922 0.2485 4.2820
C -3.1667 -0.0413 -2.7727
C -0.6886 -2.3048 1.0684
C 11.3430 6.9532 4.2678
H -2.7839 -0.6504 -4.8392
H -5.0361 -8.4180 -4.0735
O -5.3499 -2.9398 -4.3034
C -2.6994 -1.0248 -3.8156
C -7.5995 -2.3303 -4.0002
H 3.6204 0.7667 6.3171
H 5.5850 3.2075 4.8031
H -8.0931 -1.6914 -3.2642
H -7.2261 -3.6806 -2.3813
H 9.7972 8.3523 3.6244
S 1.6690 4.1870 1.4689
C -0.4020 0.2506 5.2874
C 6.2005 5.2799 4.4644
H -5.5363 -4.8571 -3.5459
O -7.1147 -7.0233 -5.1233
H 0.6335 0.4488 5.8093
C 7.6025 5.7400 4.2023
H -9.4898 -4.4518 1.4986
C 0.9813 -0.1809 1.0023
C 3.6350 -0.0845 5.5065
C 0.7745 1.3125 3.1763
H -0.4502 -2.3978 -0.0891
H -3.2455 1.0280 -7.9538
H -0.6833 -3.4015 1.4912
H -6.2828 -4.5724 -5.1377
H -5.6243 -9.4415 -5.4312
H 0.0546 0.2948 0.4193
C -0.2122 0.0771 3.6346
O 8.4501 4.6703 4.1611
O 12.7562 7.1338 4.3456
H 11.8980 10.1158 3.6144
C -3.9018 -8.2141 -5.9033
H -6.5285 -1.9292 1.6435
H -5.5827 -3.4092 2.0332
H -1.0347 -0.6084 5.7679
C -6.1039 -4.1410 -4.1472
H -1.7311 -1.8174 1.2801
H -3.2834 -7.5091 -5.3345
C -7.3810 -3.7233 -3.4663
O 14.2302 8.7271 3.6250
C 10.7725 8.3392 4.1181
H -3.6218 3.2666 -7.2883
N 0.3148 -1.3052 3.3215
H 6.5739 3.9295 6.0832
H -8.0051 -2.9966 3.2517
H -4.6615 -8.2889 -7.9375
N 3.0961 0.3405 2.3093
H -2.9331 0.9898 -3.0521
H 0.0652 2.2025 2.8267
H 1.3494 2.2663 -0.5146
H -4.2330 -0.1542 -2.5639
H 7.5172 3.0377 3.3268
```

=====

2.
A molecular structure, C28H44N11O4STc, computed with the ωB97M-V functional and the def2-TZVPD basis.

Computed properties:
* E_tot: -2474.90636 hartree
* highest occupied orbital energy (spin up / spin down): -14.48 / -14.49 eV
* orbital gap (spin up / spin down): 5.25 / 5.70 eV
* spin multiplicity: 2
* charge: +3

```
89
C28H44N11O4STc the ωB97M-V functional and the def2-TZVPD basis
C -0.8970 -5.0987 -2.3591
C 2.1873 3.9737 4.4124
C -4.9230 1.2439 -0.6511
C 0.9514 3.5302 3.6294
N -3.4916 1.4335 -0.9655
N 2.0633 1.9030 6.3863
H 1.2798 -0.7136 -2.6885
H 2.8250 1.9129 1.9187
C -1.5567 -3.9576 -1.8760
C 3.2977 0.9615 -2.4564
C 1.7587 1.9322 1.6936
O -1.8853 -1.4045 -2.2660
N 1.3297 -3.8650 -0.3543
H -5.0149 0.7886 0.3297
H 2.0611 1.3504 7.2278
H -4.0946 3.0218 -2.1410
O 0.2043 0.1240 1.7097
H 1.7265 4.0747 1.6849
H 2.6955 4.7793 3.8838
C 3.7824 3.2280 -3.1157
H -5.3595 2.2394 -0.5715
H -6.6814 0.2770 -1.4124
N 4.2964 1.4608 6.0553
H 5.2001 1.7910 5.7606
N 1.9857 -1.6472 0.1838
H 1.0504 2.5474 -0.1495
C -2.8974 -0.3326 0.6001
H 4.5026 4.0056 -3.3296
H 3.7940 -1.3431 1.1425
H 5.2749 1.7673 -2.6211
N 1.5603 1.7493 0.2226
H -1.9480 1.1183 -3.2335
H 1.8762 4.3852 5.3744
H -2.8446 -8.4952 -1.7473
C 3.1807 2.1017 5.7020
C -3.3536 -5.3001 -1.0389
H 0.0427 -4.9955 -2.8825
H -1.1128 1.7914 -1.2118
H -4.1709 -7.7734 -0.9327
H -3.7167 -0.9448 0.2330
H 0.4412 2.6502 -3.1793
C -2.7076 -6.4622 -1.5255
H 4.0919 3.0487 4.2040
H 0.4932 2.6579 4.0982
H 4.3315 -3.8055 1.1698
H 2.6551 -5.3623 0.1459
H -3.3045 -3.1799 -0.8779
H 1.1725 2.1972 6.0273
C -5.6438 0.4235 -1.7087
C 2.4256 3.4750 -3.2731
N 0.9799 0.1847 -2.2955
O 0.1787 -2.4875 -3.1386
S -0.8857 -2.4282 -2.1719
C 1.1439 -2.5781 -0.3107
H -5.1766 -0.5544 -1.8364
H 0.0991 0.3768 -2.7738
H -2.0431 -0.9712 0.8020
H 4.2847 0.7738 6.7913
C -1.4658 -6.3301 -2.1895
C 3.4117 -3.4339 0.7442
C 1.5005 2.4699 -3.0198
H 0.1417 3.3189 1.6696
C -2.7847 1.8099 -3.3396
H 3.6311 -0.0288 -2.1646
C 1.9438 1.2219 -2.6119
C -2.5379 0.7365 -0.3831
N 3.2012 2.9375 4.6599
C -2.7903 -4.0685 -1.2185
C 1.1341 3.2698 2.1305
H -2.5162 2.5947 -4.0460
C 1.1325 0.7524 2.4302
C 2.4836 -4.2933 0.1764
H -3.6047 1.2363 -3.7674
H 2.4522 1.7508 -0.2707
H -2.4380 3.1293 -1.6348
N -3.2692 -7.6695 -1.3631
H -0.9754 -7.2120 -2.5802
C 4.2165 1.9704 -2.7144
C 3.1182 -2.0827 0.7320
H -4.3115 -5.3944 -0.5442
H 0.2255 4.3392 3.7271
C -3.1923 2.4294 -2.0080
H -3.2024 0.1231 1.5445
H 2.0853 4.4433 -3.6144
N -0.0065 -1.8895 -0.7498
Tc 0.4017 -0.1296 -0.1808
H -5.6468 0.9293 -2.6740
N -1.2429 0.9886 -0.6071
O 1.3906 0.5018 3.5743
```

=====

Strongest force on any atom in eV/Å, matching the order above: 3.285 0.467